Molecular formula: C4H12N2O
Method: DFT, ωB97M-V/def2-TZVPD

Molecular weight: 104.15 g/mol
Energy above the lowest of the compared OMol25 structures with the same formula, charge and spin: 1.6079 eV
LUMO: 1.06 eV
Calculated total energy: -344.3259 a.u.
Highest occupied orbital energy: -8.51 eV
SMILES string: NCNCCCO

XYZ file:
```
19
Properties=species:S:1:pos:R:3:nbo_charge:R:1
N 0.65941 -1.45469 -1.80408 -0.852
C -0.52354 -0.58862 -1.90736 -0.038
N -0.49575 0.40060 -0.87068 -0.665
C -1.06952 0.08823 0.41396 -0.208
C -0.44241 0.85124 1.58902 -0.428
C 1.05626 0.96334 1.46759 -0.061
O 1.63040 -0.31893 1.38665 -0.731
H 0.53497 -2.29199 -2.36831 0.347
H 0.79572 -1.81493 -0.86498 0.356
H -0.47954 -0.10469 -2.87969 0.185
H -1.43361 -1.17829 -1.75393 0.141
H -0.47747 1.36545 -1.14912 0.374
H -2.16221 0.20132 0.42696 0.166
H -0.86626 -0.96448 0.58844 0.191
H -0.96784 1.77904 1.72734 0.204
H -0.69625 0.28180 2.48838 0.209
H 1.28295 1.57662 0.58791 0.167
H 1.43563 1.53559 2.30172 0.162
H 2.21906 -0.32660 0.62018 0.482
```

***

Molecular formula: CH5FP
Method: DFT, ωB97M-V/def2-TZVPD

Molecular weight: 67.02 g/mol
Energy above the lowest of the compared OMol25 structures with the same formula, charge and spin: 0.0000 eV
Charge: +1
LUMO: -4.67 eV
Calculated total energy: -482.0466 a.u.
Highest occupied orbital energy: -19.40 eV

XYZ file:
```
8
Properties=species:S:1:pos:R:3:nbo_charge:R:1
C -0.09864 0.76389 0.53093 -1.022
P 0.06280 -0.65489 -0.50058 1.567
F 0.10405 -1.90955 0.31641 -0.486
H 0.34692 1.62147 0.03332 0.305
H 0.46835 0.55744 1.43529 0.304
H -1.14212 0.95876 0.74763 0.300
H 1.27262 -0.60360 -1.18442 0.014
H -1.01398 -0.73352 -1.37860 0.018
```

***

Molecular formula: C12H16N2
Method: DFT, ωB97M-V/def2-TZVPD

Molecular weight: 188.27 g/mol
Energy above the lowest of the compared OMol25 structures with the same formula, charge and spin: 2.5774 eV
LUMO: 0.78 eV
Calculated total energy: -576.2853 a.u.
Highest occupied orbital energy: -8.74 eV
SMILES string: Cc1c[nH]cn1.CCc1ccccc1

XYZ file:
```
30
Properties=species:S:1:pos:R:3:nbo_charge:R:1
C 1.11196 1.41259 -2.78670 -0.644
C 1.13431 2.17505 -1.49133 0.073
C 1.69152 1.80098 -0.36264 -0.091
N 1.19730 2.63664 0.66319 -0.543
C 0.40587 3.63697 0.05605 0.165
N 0.31598 3.32239 -1.26120 -0.460
H 0.08794 1.04106 -2.96977 0.227
H 1.89194 0.66889 -2.99113 0.225
H 1.37318 2.18725 -3.56816 0.223
H 2.55081 1.14085 -0.12286 0.218
H 1.33474 2.46810 1.62240 0.409
H -0.09754 4.41835 0.45260 0.199
C -1.67299 -0.51659 -1.43470 -0.620
C -1.79093 -1.82367 -0.55157 -0.428
C -0.88594 -1.80387 0.61666 0.016
C -1.30353 -0.81392 1.53262 -0.238
C -0.52422 -0.94736 2.73267 -0.191
C 0.60291 -1.71175 2.89100 -0.264
C 0.90060 -2.67207 1.88417 -0.172
C 0.24310 -2.66279 0.68523 -0.253
H -1.14714 0.23804 -0.85053 0.222
H -2.67654 -0.20127 -1.83483 0.218
H -0.96475 -0.60811 -2.28270 0.209
H -2.87679 -2.05525 -0.18020 0.205
H -1.64339 -2.72117 -1.05576 0.205
H -2.21597 -0.19597 1.50287 0.235
H -0.68369 -0.28057 3.58857 0.198
H 1.40748 -1.39337 3.64642 0.224
H 1.66919 -3.51020 2.02532 0.211
H 0.56461 -3.22924 -0.15568 0.221
```

***

Molecular formula: C19H24N2O3
Method: DFT, ωB97M-V/def2-TZVPD

Molecular weight: 328.41 g/mol
Energy above the lowest of the compared OMol25 structures with the same formula, charge and spin: 2.7436 eV
LUMO: 0.72 eV
Calculated total energy: -1073.6290 a.u.
Highest occupied orbital energy: -8.25 eV
SMILES string: COc1ccc([C@H](CNC(=O)c2ccco2)N2CCCCC2)cc1

XYZ file:
```
48
Properties=species:S:1:pos:R:3:nbo_charge:R:1
C 4.98144 -0.86963 0.69955 -0.251
O 4.23810 0.24205 1.13332 -0.495
C 2.87799 0.18756 1.05076 0.303
C 2.15103 -0.89010 0.56123 -0.325
C 0.76757 -0.82440 0.51658 -0.139
C 0.08592 0.30168 0.94836 -0.072
C -1.41300 0.40435 0.78743 -0.079
C -1.68418 1.29960 -0.44991 -0.221
N -0.75030 1.01381 -1.51331 -0.604
C -0.86171 -0.11883 -2.25282 0.628
O -1.86351 -0.80753 -2.29368 -0.619
C 0.34805 -0.43497 -3.03236 0.154
C 0.58252 -1.45413 -3.91837 -0.236
C 1.92839 -1.32314 -4.32356 -0.321
C 2.41554 -0.24046 -3.65522 0.110
O 1.47410 0.30373 -2.87319 -0.400
N -2.00855 0.97695 1.98906 -0.457
C -1.74978 0.18264 3.18104 -0.219
C -2.56427 -1.11485 3.25237 -0.421
C -4.05511 -0.80440 3.14454 -0.398
C -4.32047 0.02579 1.89118 -0.425
C -3.42929 1.27267 1.90698 -0.213
C 0.82047 1.37666 1.44166 -0.204
C 2.19531 1.32061 1.49923 -0.253
H 4.74856 -1.76403 1.28670 0.176
H 4.81197 -1.07893 -0.36208 0.174
H 6.02634 -0.60310 0.85092 0.200
H 2.64309 -1.78342 0.20978 0.220
H 0.21538 -1.66794 0.12607 0.211
H -1.80359 -0.59898 0.54981 0.189
H -1.58560 2.35002 -0.17347 0.209
H -2.68352 1.10469 -0.84285 0.226
H 0.16863 1.42215 -1.43288 0.410
H -0.12809 -2.19127 -4.22923 0.243
H 2.45905 -1.94631 -5.01361 0.232
H 3.38143 0.22590 -3.65419 0.205
H -0.68219 -0.04169 3.22576 0.213
H -2.00128 0.81107 4.04187 0.190
H -2.26689 -1.77900 2.43853 0.196
H -2.34829 -1.62417 4.19319 0.210
H -4.63414 -1.73017 3.11833 0.207
H -4.36889 -0.23636 4.02459 0.191
H -4.10686 -0.56723 0.99986 0.200
H -5.36835 0.32777 1.84992 0.210
H -3.62134 1.89053 1.02996 0.199
H -3.67183 1.87009 2.79289 0.192
H 0.29447 2.25188 1.79052 0.229
H 2.77340 2.14658 1.88270 0.224
```